[1]
A molecular structure, C20H30Cl4CuN3O in a non-equilibrium geometry, computed with ωB97M-V with the def2-TZVPD basis set.

```
59
Properties=species:S:1:pos:R:3:forces:R:3
C 0.8073 5.5686 2.8425 0.2 1.0 -0.6
N 0.3374 4.8133 1.6622 -0.5 2.2 0.6
C -0.6511 5.3715 0.8913 0.5 -2.4 -0.2
C -1.1010 4.5895 -0.1714 -0.4 0.2 0.3
C -0.5355 3.3575 -0.4629 1.3 -0.3 1.1
C 0.5069 2.8825 0.3785 0.3 0.5 0.8
C 0.9457 3.6572 1.4789 -1.8 -1.2 -2.3
C -1.0776 2.5327 -1.5666 0.8 -0.9 -1.5
C -1.2057 2.9952 -2.8926 -1.4 0.0 0.4
C -1.7506 2.1702 -3.9024 1.4 -1.0 1.5
N -1.8782 0.8120 -3.6552 -1.7 1.6 0.5
C -1.7913 0.3474 -2.3664 0.4 1.0 -1.4
C -1.3317 1.1898 -1.3674 0.0 -1.0 0.4
C -2.3841 -0.0959 -4.7302 0.1 -0.7 -0.2
H 0.4852 6.5959 2.6726 -0.4 -0.1 0.7
H 1.8911 5.6589 2.7705 0.0 -0.4 0.3
H 0.4464 5.0805 3.7478 0.1 0.4 0.0
H -1.1218 6.2805 1.2357 0.2 0.1 -0.1
H -2.0097 4.7911 -0.7190 0.1 0.8 0.0
H 0.9815 1.9160 0.2946 -0.2 -0.3 -0.4
H 1.6226 3.3616 2.2668 0.3 -0.1 -0.4
H -1.0466 4.0565 -3.0135 0.0 0.0 -0.7
H -2.0216 2.5241 -4.8861 0.2 -0.1 -0.1
H -2.1221 -0.6644 -2.1839 0.3 -0.2 0.0
H -1.1007 0.7089 -0.4284 -0.3 0.0 0.4
H -3.1481 -0.7746 -4.3510 0.3 0.0 0.4
H -1.5328 -0.6643 -5.1048 0.0 -0.1 0.1
H -2.8610 0.3648 -5.5954 0.3 0.8 0.4
Cu -0.0546 -0.0154 3.1881 0.5 -0.6 -2.1
O 0.5103 -0.3667 0.9711 -0.1 0.5 1.4
H 0.9940 -1.0872 0.5221 -0.7 0.6 1.0
Cl 3.3324 -3.2550 -1.8363 -0.1 -0.4 0.9
C 2.7866 -1.7546 -1.0676 -1.3 0.9 -0.6
C 2.2263 -0.8274 -2.2002 1.4 -0.2 -0.2
Cl 1.0369 -1.6760 -3.2756 0.6 0.6 0.8
H 3.6231 -1.3648 -0.4875 0.0 0.3 -0.5
H 1.9594 -1.9400 -0.3825 0.3 -0.7 -0.3
H 3.1043 -0.5478 -2.7825 -0.2 -0.2 -0.5
H 1.8551 0.1446 -1.8754 -0.5 -0.4 0.5
Cl 5.3544 -2.1364 2.5904 -0.9 0.0 -0.2
C 3.6526 -1.5285 2.5438 0.8 -0.5 0.8
C 2.5699 -2.6094 2.5839 0.7 -0.2 -0.6
Cl 2.9877 -4.0580 1.6091 -0.2 0.3 -0.1
H 3.5938 -0.8478 1.6946 -0.3 -0.1 0.2
H 3.5566 -1.0385 3.5127 -0.1 0.6 -0.3
H 1.5858 -2.2357 2.3010 0.0 0.0 -0.4
H 2.4459 -3.0012 3.5935 0.3 -0.3 0.2
C -2.7410 -5.2636 1.6205 0.2 0.2 1.1
C -1.8017 -4.1856 2.1176 1.1 0.1 0.3
C -1.3344 -3.2622 1.0040 1.1 -0.5 0.3
C -2.3104 -2.9956 -0.0226 0.9 0.4 1.2
N -3.0757 -2.7504 -0.8230 -1.1 0.5 -1.5
H -3.6681 -4.7372 1.3933 -0.2 -0.7 -0.3
H -2.8586 -6.0180 2.3985 -0.5 0.2 0.1
H -2.3105 -5.8242 0.7908 -0.2 0.4 -0.3
H -0.8733 -4.5789 2.5316 0.1 -0.5 -0.1
H -2.0923 -3.5298 2.9384 -1.1 -0.4 0.0
H -0.4930 -3.7572 0.5191 0.1 0.0 -0.3
H -0.9142 -2.3788 1.4848 -0.3 0.5 -0.6
```
Forces are in eV/Å.

- energy (eV) = -122441.103
- orbital gap (alpha / beta) (eV) = 7.9 / 3.5
- net charge = +3
- <S²> = 0.75
- spin multiplicity = 2
- HOMO (alpha / beta) (eV) = -17.70 / -17.65

***

[2]
A molecular structure, C20H30ClNOPb in a non-equilibrium geometry, computed with ωB97M-V with the def2-TZVPD basis set.

```
54
Properties=species:S:1:pos:R:3:forces:R:3
C 0.1707 0.6902 -6.7332 0.1 0.2 -1.8
C 1.5493 1.2470 -7.1120 0.0 0.0 0.3
C -0.0589 -0.6635 -7.4179 0.0 -0.1 0.3
C -0.9281 1.6803 -7.1412 0.0 0.0 0.3
Cl 0.1099 0.4559 -4.9470 0.0 -0.1 0.6
H -0.0222 -0.5446 -8.5075 0.0 0.1 0.2
H -1.0397 -1.0741 -7.1544 0.2 0.1 0.0
H 0.7135 -1.3846 -7.1291 -0.1 0.1 0.0
H 1.6080 1.4005 -8.1963 -0.1 -0.1 0.2
H 2.3451 0.5513 -6.8245 -0.1 0.1 0.0
H 1.7304 2.2103 -6.6230 0.0 -0.2 -0.1
H -0.9040 1.8427 -8.2256 0.1 -0.1 0.2
H -0.7850 2.6490 -6.6503 0.0 -0.2 -0.1
H -1.9195 1.2956 -6.8783 0.2 0.1 0.0
C 1.8076 -1.6938 0.9833 0.3 0.3 0.0
C 0.9253 -2.3505 0.0746 -0.6 0.2 0.3
C 1.2193 -1.9007 -1.2407 -0.1 0.3 -0.3
H 0.2182 -3.1337 0.3429 0.3 0.2 -0.1
C 2.2922 -0.9596 -1.1553 0.4 -0.1 0.5
C 2.6712 -0.8440 0.2230 -0.2 -0.3 -0.3
H 3.5218 -0.2864 0.6237 -0.4 -0.2 -0.2
H 1.8853 -1.9028 2.0536 -0.1 0.2 -0.5
H 0.7652 -2.2842 -2.1552 0.2 0.2 0.3
H 2.7936 -0.4858 -1.9984 -0.2 -0.1 0.2
C -2.7211 0.8599 0.4450 -0.1 -0.2 -0.3
C -2.4814 -0.3844 1.1105 -0.1 0.4 -0.1
C -2.2465 -1.3744 0.1105 0.6 -0.3 0.2
H -2.5772 -0.5744 2.1802 0.1 0.0 -0.5
C -2.3256 -0.7565 -1.1638 0.2 0.1 -0.3
C -2.6142 0.6293 -0.9652 -0.3 0.1 0.5
H -2.8100 1.3588 -1.7522 0.1 -0.3 0.3
H -3.0262 1.7861 0.9415 0.2 -0.4 -0.3
H -2.1209 -2.4393 0.3028 -0.1 0.4 -0.1
H -2.2718 -1.2794 -2.1205 0.0 0.3 0.3
Pb 0.1323 0.6408 0.0607 -0.4 -0.8 0.8
O 0.1697 1.1042 2.4870 0.0 -0.5 0.1
C 0.1171 0.5308 3.6229 -0.6 0.1 -0.3
C 1.3289 0.0094 4.3275 0.4 -0.2 -0.3
C 1.6952 0.8576 5.5556 0.1 0.1 0.4
C 0.9090 0.4530 6.8058 0.1 0.1 0.1
C -0.6024 0.6150 6.6889 -0.1 0.1 0.3
C -1.2406 -0.2177 5.5790 -0.1 0.1 0.4
N -1.0541 0.3879 4.2473 0.3 -0.2 -0.6
H 1.1407 -1.0344 4.6281 0.1 0.3 0.0
H 2.1633 -0.0066 3.6197 -0.2 0.1 0.0
H 2.7653 0.7376 5.7721 -0.3 0.0 -0.2
H 1.5466 1.9244 5.3331 0.0 -0.2 0.0
H 1.1340 -0.5993 7.0372 0.0 0.2 0.0
H 1.2641 1.0555 7.6519 -0.1 -0.2 -0.2
H -1.0613 0.3220 7.6417 0.1 0.0 -0.2
H -0.8637 1.6705 6.5433 0.0 -0.1 0.0
H -0.8394 -1.2436 5.6005 -0.2 0.3 -0.2
H -2.3167 -0.2769 5.7624 0.2 0.0 -0.2
H -1.8622 0.7295 3.7354 0.2 0.1 0.4
```
Forces are in eV/Å.

- energy (eV) = -42515.923
- orbital gap (alpha / beta) (eV) = 4.2 / 4.2
- net charge = +2
- HOMO (alpha / beta) (eV) = -14.82 / -14.90

***

[3]
A molecular structure, C20H30CoN6O2P, computed with ωB97M-V with the def2-TZVPD basis set.

```
60
Properties=species:S:1:pos:R:3:forces:R:3
Co 0.8081 -0.8528 -0.4031 -0.1 0.0 -0.1
C 2.8992 -1.8994 -3.8414 0.0 0.0 0.0
C 2.1066 -1.8341 -2.5859 0.0 0.1 0.0
N 1.8137 -0.7529 -1.9567 0.0 0.0 -0.1
N 2.1927 0.4911 -2.3700 0.0 0.0 0.0
C 1.7041 1.3626 -1.5091 -0.1 0.0 0.1
O 0.9876 1.0222 -0.4782 0.1 0.2 0.0
C 1.9741 2.7971 -1.7249 0.0 0.0 0.0
C 1.6121 3.7188 -0.7455 0.0 0.0 0.0
C 1.8633 5.0677 -0.9344 0.0 0.0 0.0
C 2.4740 5.5011 -2.1030 0.0 0.0 0.0
C 2.8387 4.5847 -3.0810 0.0 0.0 0.0
C 2.5931 3.2355 -2.8946 0.0 0.0 0.0
C 1.5588 -3.0300 -1.9116 0.0 -0.1 0.0
C 1.7261 -4.3241 -2.3636 0.0 0.0 0.0
C 1.1597 -5.3654 -1.6380 0.0 0.0 0.0
C 0.4454 -5.0850 -0.4875 0.0 0.0 0.0
C 0.3160 -3.7624 -0.0913 0.0 0.0 0.0
N 0.8561 -2.7656 -0.7837 0.0 -0.1 0.0
H 3.1548 -0.8952 -4.1652 0.0 0.0 0.0
H 2.3313 -2.3993 -4.6279 0.0 0.0 0.0
H 3.8179 -2.4673 -3.6807 0.0 0.0 0.0
H 1.1469 3.3675 0.1650 0.0 0.0 0.0
H 1.5865 5.7819 -0.1704 0.0 0.0 0.0
H 2.6692 6.5550 -2.2514 0.0 0.0 0.0
H 3.3164 4.9244 -3.9900 0.0 0.0 0.0
H 2.8740 2.5132 -3.6476 0.0 0.0 0.0
H 2.2903 -4.5151 -3.2650 0.0 0.0 0.0
H 1.2796 -6.3867 -1.9734 0.0 0.0 0.0
H -0.0058 -5.8699 0.1015 0.0 0.0 0.0
H -0.2265 -3.4727 0.7990 0.0 0.0 0.0
C -3.8958 -1.1354 2.4292 0.0 0.0 0.0
N -2.4510 -1.3086 2.3706 0.0 0.0 0.0
C -1.9412 -2.3564 3.2494 0.0 0.0 0.0
P -1.3917 -0.2169 1.7582 0.0 0.0 0.0
O -0.1896 -0.9735 1.2246 -0.1 0.0 0.1
N -2.2432 0.5947 0.6107 0.1 0.0 0.0
C -2.6074 -0.1243 -0.6053 0.0 0.0 0.0
C -2.1638 2.0429 0.4449 0.0 0.0 0.0
N -0.8999 0.8083 2.9317 0.0 0.0 0.0
C -1.8076 1.2915 3.9620 0.0 0.0 0.0
C 0.3588 1.5416 2.8416 0.0 0.0 0.0
H -4.2296 -0.9523 3.4554 0.0 0.0 0.0
H -4.3896 -2.0420 2.0728 0.0 0.0 0.0
H -4.2033 -0.3004 1.8065 0.0 0.0 0.0
H -2.1773 -2.1410 4.2958 0.0 0.0 0.0
H -0.8614 -2.4420 3.1489 0.0 0.0 0.0
H -2.3965 -3.3137 2.9868 0.0 0.0 0.0
H -2.7120 -1.1894 -0.4001 0.0 0.0 0.0
H -1.8572 0.0157 -1.3932 0.0 0.0 0.0
H -3.5623 0.2474 -0.9808 0.0 0.0 0.0
H -1.9471 2.5215 1.3969 0.0 0.0 0.0
H -3.1285 2.4110 0.0922 0.0 0.0 0.0
H -1.3920 2.3201 -0.2763 0.0 0.0 0.0
H -2.7022 0.6748 4.0072 0.0 0.0 0.0
H -2.1101 2.3268 3.7755 0.0 0.0 0.0
H -1.3130 1.2512 4.9342 0.0 0.0 0.0
H 0.9603 1.1664 2.0191 0.0 0.0 0.0
H 0.9165 1.4293 3.7731 0.0 0.0 0.0
H 0.1737 2.6080 2.6779 0.0 0.0 0.0
```
Forces are in eV/Å.

- relative energy (zero: lowest compared OMol25 entry of this formula, charge and spin) (eV) = 0.000
- energy (eV) = -81176.198
- orbital gap (alpha / beta) (eV) = 7.5 / 7.5
- net charge = +1
- <S²> = 0.75
- spin multiplicity = 2
- HOMO (alpha / beta) (eV) = -11.01 / -11.01

***

[4]
A molecular structure, C20H30F15O10Sr in a non-equilibrium geometry, computed with ωB97M-V with the def2-TZVPD basis set.

```
76
Properties=species:S:1:pos:R:3:forces:R:3
Sr 0.8078 -0.2669 0.2543 0.2 -0.9 -0.7
C 2.8060 2.2306 -1.4496 0.7 -3.9 0.5
O 4.1348 2.1401 -2.0715 0.6 1.4 -0.1
O 2.7488 1.3041 -0.3908 -0.4 2.8 -0.1
C 2.2195 3.6691 -1.4850 -0.5 -0.5 1.4
F 1.0626 3.6197 -0.8018 -1.1 -0.4 -0.6
F 2.8173 4.6777 -0.8448 1.6 0.8 -0.2
F 1.9656 4.0954 -2.7608 0.3 -0.3 0.8
C 5.2409 2.6547 -1.2677 -2.1 0.5 1.6
C 6.5256 2.8710 -1.9958 0.0 -0.8 -1.9
H 6.8856 1.9840 -2.5172 0.1 -0.5 0.4
H 6.2963 3.4915 -2.8622 0.0 0.6 0.1
H 7.3692 3.3039 -1.4581 -0.4 0.0 0.4
H 5.2587 2.1306 -0.3121 0.5 -1.0 -0.3
H 4.9659 3.6268 -0.8585 -0.3 0.6 -0.4
H 2.0816 1.7526 -2.1092 0.3 0.4 -1.3
C -1.4876 2.3961 2.1803 -2.2 -2.4 -1.6
O -2.7885 1.8208 1.8308 0.3 1.4 0.3
O -0.6366 1.7865 1.2404 -0.7 2.5 1.5
C -1.5621 4.0055 2.4431 2.4 0.3 -0.2
F -2.6160 4.6500 2.1152 -3.9 -0.2 -2.1
F -1.4226 4.4679 3.6938 0.9 -1.7 2.1
F -0.5960 4.6205 1.7788 1.5 -0.5 -0.9
C -3.9092 1.7227 2.7426 0.4 -0.5 0.2
C -4.6343 0.3989 2.4402 1.0 0.2 0.5
H -5.5880 0.4354 1.9136 0.3 0.1 -0.2
H -3.8401 -0.1640 1.9499 -0.5 -0.4 -0.6
H -4.7402 -0.1140 3.3962 -0.5 -0.1 0.0
H -4.5638 2.5934 2.7040 0.2 0.2 -0.1
H -3.5565 1.5668 3.7621 0.4 0.6 0.2
H -1.1465 1.7878 3.0180 0.3 0.5 1.0
C -0.4345 0.3204 -3.5373 -1.7 1.2 5.6
O -1.8301 0.3635 -3.6875 -1.8 -1.3 -3.2
O -0.4970 0.2909 -2.1288 3.3 -0.6 -1.0
C 0.2484 -0.8593 -4.2096 0.3 1.2 2.6
F 1.5692 -0.9210 -3.9492 0.3 0.3 0.0
F -0.2574 -1.9943 -3.7979 -0.7 -1.5 0.0
F 0.1174 -0.7496 -5.4948 0.1 -0.5 -3.0
C -2.2725 0.7076 -4.9879 0.7 2.3 -0.3
C -3.6215 0.1539 -5.3033 -0.3 -0.7 0.5
H -3.4914 -0.8927 -5.0281 -0.5 -0.4 -0.6
H -4.4385 0.5097 -4.6756 0.3 0.3 0.3
H -3.9665 0.3203 -6.3238 0.4 -0.3 -0.2
H -1.5425 0.5741 -5.7862 -0.1 -1.2 0.0
H -2.2322 1.7951 -5.0495 -0.7 0.8 0.3
H -0.1128 1.2765 -3.9503 1.1 0.2 -0.3
C 2.7238 -2.0809 2.4338 -2.0 -0.4 -3.3
O 1.7240 -1.1630 2.9963 1.0 -0.8 -0.5
O 2.5572 -2.0230 1.0519 1.2 0.9 2.5
C 4.1320 -1.8741 3.0591 -0.1 2.5 -0.3
F 5.0479 -2.7137 2.6735 0.9 -1.4 -1.6
F 4.6552 -0.6084 2.8807 -0.6 -0.5 -0.5
F 4.1636 -2.0133 4.3835 -0.9 -0.3 1.8
C 1.4709 -1.0833 4.3827 1.1 1.4 -1.1
C 0.2677 -0.2238 4.4426 -0.8 -0.3 0.8
H 0.0458 -0.1128 5.5040 -0.5 0.2 0.1
H 0.4190 0.7626 4.0041 0.1 -0.1 -0.1
H -0.4833 -0.8223 3.9269 -0.6 0.5 -0.1
H 2.3099 -0.5016 4.7645 0.2 -0.5 0.9
H 1.2533 -2.0150 4.9049 0.5 -0.3 -0.2
H 2.4091 -3.0973 2.6703 0.2 -0.4 1.1
C -1.5973 -3.2987 1.1598 2.0 3.2 -1.9
O -2.2443 -3.5061 -0.0949 -1.1 -1.4 -0.1
O -1.0437 -1.9734 1.0532 -1.2 -2.4 1.7
C -2.5815 -3.7108 2.3180 0.9 2.0 -2.4
F -2.5988 -5.0372 2.5208 -0.5 -0.3 -0.1
F -2.1522 -3.1524 3.4218 0.5 0.4 1.9
F -3.8139 -3.2362 2.1204 -0.9 -0.5 0.0
C -1.4993 -4.0390 -1.1809 0.3 0.3 0.0
C -2.3027 -4.0205 -2.4827 -0.6 0.5 1.1
H -3.3033 -4.3465 -2.1988 -0.2 -0.4 -0.3
H -2.4452 -3.0101 -2.8658 0.4 0.0 -0.1
H -1.8387 -4.6759 -3.2198 -0.1 0.1 0.0
H -1.2403 -5.0815 -0.9959 0.2 -0.3 0.3
H -0.5769 -3.4826 -1.3468 0.2 0.2 0.3
H -0.7953 -4.0134 1.3442 0.5 -0.4 -0.4
```
Forces are in eV/Å.

- energy (eV) = -83296.708
- orbital gap (alpha / beta) (eV) = 6.8 / 4.2
- net charge = -2
- <S²> = 0.75
- spin multiplicity = 2
- HOMO (alpha / beta) (eV) = -2.58 / -2.56